Density functional theory data (wB97M-V/def2-TZVPD) for a cluster of 13 separate species, C19H65N24O15PS in total.

Geometry (Å):
C 1.1677 1.1577 1.1112
C 0.2504 1.3921 -0.0876
C -0.2601 2.8155 -0.2614
C -0.3885 3.1750 -1.7287
O -1.6221 2.9844 0.2766
S -1.9286 2.4239 1.7336
O -2.1446 3.5446 2.6288
O -3.4245 1.8814 1.3411
P -4.2475 2.2270 -0.1162
C -5.9539 2.0467 0.5221
C -4.0200 0.6365 -1.0200
C -3.8518 -0.6613 -0.2443
H 1.3594 0.0892 1.2274
H 0.7558 1.5167 2.0579
H 2.1333 1.6337 0.9326
H -0.5871 0.6899 -0.1015
H 0.8319 1.1694 -0.9827
H 0.4050 3.5273 0.2365
H 0.5842 3.4345 -2.1442
H -1.0898 4.0011 -1.8613
H -0.7902 2.3146 -2.2689
H -6.2872 3.0447 0.8145
H -6.5594 1.7286 -0.3316
H -6.1372 1.3524 1.3428
H -4.9029 0.5742 -1.6655
H -3.1514 0.7992 -1.6662
H -3.1383 -0.5639 0.5759
H -4.8002 -1.0162 0.1634
H -3.4675 -1.4389 -0.9052
C 4.1598 2.3001 -1.5988
O 3.0579 1.7647 -1.5505
N 4.9909 2.1367 -2.6712
N 4.6437 3.1029 -0.6144
H 5.8690 2.6154 -2.7599
H 4.6469 1.5860 -3.4351
H 4.0523 3.2832 0.1736
H 5.5485 3.5458 -0.6624
C -2.6326 -1.4615 3.9693
O -2.7861 -2.3190 3.1071
N -2.6403 -0.1233 3.7000
N -2.4684 -1.7320 5.2915
H -2.5550 0.5474 4.4443
H -2.7969 0.1913 2.7594
H -2.5000 -2.6839 5.5993
H -2.3439 -0.9589 5.9272
C -6.8442 -1.2662 3.0651
O -7.3220 -0.2188 2.6313
N -7.6156 -2.1529 3.7624
N -5.5549 -1.6174 2.8915
H -7.2575 -3.0121 4.1328
H -8.5771 -1.9122 3.9076
H -4.9405 -0.9845 2.4136
H -5.1403 -2.4642 3.2375
C -0.1571 -2.3373 -1.1963
O -0.6008 -1.2654 -1.5917
N -0.9526 -3.3230 -0.6918
N 1.1762 -2.6241 -1.2138
H -0.6258 -4.2259 -0.3920
H -1.9336 -3.1344 -0.5968
H 1.8059 -1.9194 -1.5560
H 1.5805 -3.4792 -0.8721
C 0.5000 2.7961 -5.9138
O 1.5579 2.2783 -6.2198
N 0.1681 4.0665 -6.3135
N -0.4455 2.1665 -5.1555
H -0.6917 4.5160 -6.0646
H 0.8425 4.5604 -6.8656
H -0.2326 1.2456 -4.8178
H -1.3143 2.5916 -4.8946
C -1.5431 -6.3482 -2.3729
O -1.7222 -6.2259 -1.1669
N -1.4839 -7.5683 -2.9765
N -1.3883 -5.2748 -3.2001
H -1.2673 -7.7114 -3.9471
H -1.5559 -8.3657 -2.3740
H -1.3775 -4.3645 -2.7736
H -1.2116 -5.3690 -4.1819
C 8.1210 5.3415 -0.7139
O 6.9740 4.9242 -0.6290
N 8.9513 4.9436 -1.7124
N 8.6317 6.2336 0.1858
H 9.8873 5.2853 -1.8177
H 8.5900 4.2797 -2.3815
H 8.0253 6.5386 0.9234
H 9.5660 6.5908 0.1355
C 8.8666 4.0149 -5.1931
O 8.0408 3.6796 -4.3566
N 8.7885 5.2107 -5.8429
N 9.9216 3.2189 -5.5337
H 9.4414 5.5027 -6.5445
H 8.0117 5.8028 -5.6137
H 9.9832 2.3234 -5.0863
H 10.5988 3.4684 -6.2287
C 3.2906 -3.1660 1.4820
O 3.5943 -3.4353 0.3278
N 4.1022 -3.4808 2.5360
N 2.1239 -2.5374 1.7983
H 3.8747 -3.2644 3.4872
H 4.9666 -3.9422 2.3256
H 1.5228 -2.2795 1.0335
H 1.8534 -2.3064 2.7353
C -2.6633 1.5184 7.7794
O -2.7938 0.5959 6.9821
N -2.3542 2.7821 7.3902
N -2.8312 1.3319 9.1183
H -2.2846 3.5505 8.0291
H -2.2360 2.9588 6.4105
H -3.0866 0.4129 9.4257
H -2.7571 2.0725 9.7886
C 0.9512 -10.0377 -4.5436
O 0.5184 -8.9596 -4.9128
N 0.1463 -11.0140 -4.0233
N 2.2775 -10.3524 -4.6216
H 0.4889 -11.9033 -3.7145
H -0.8367 -10.8256 -3.9735
H 2.8918 -9.6503 -4.9888
H 2.6562 -11.2291 -4.3197
C -5.8163 2.8074 4.8300
O -5.7659 3.4295 5.8830
N -6.9468 2.2074 4.3655
N -4.7373 2.6990 3.9959
H -6.9675 1.6388 3.5335
H -7.7812 2.2956 4.9126
H -3.8978 3.1673 4.2747
H -4.7576 2.2265 3.1101

Forces on atoms 1 to 6 (eV/Å):
-0.07 -0.06 0.01
0.33 -0.08 -0.02
0.18 -0.13 -0.24
-0.39 -0.01 0.04
0.45 0.27 -0.05
-0.45 0.07 0.04

Properties
M   932.92 u
Electronic energy   -107370.503 eV
Gap between HOMO and LUMO   8.45 eV
HOMO energy   -8.11 eV

Results of the Löwdin charge analysis, in e, for atoms 1 through 4:
1. C -0.08
2. C -0.24
3. C -0.38
4. C -0.04

Density functional theory data (wB97M-V/def2-TZVPD) for a cluster of 14 separate species, C19H66N6O14 in total.

Geometry (Å):
C -0.6297 -0.6674 -0.1221
C 0.2183 0.5346 0.1819
O 1.0913 0.2746 1.2099
H -1.2027 -0.8694 0.7309
H -0.0627 -1.5804 -0.3811
H -1.2497 -0.5724 -1.0041
H -0.3767 1.3996 0.5599
H 0.8993 0.7596 -0.6211
H 1.8953 0.7916 1.0749
C 1.8083 -1.6084 -2.5961
C 0.5593 -2.0074 -3.3331
O 0.5953 -3.3784 -3.5721
H 1.8173 -0.6524 -2.2351
H 2.7283 -1.6904 -3.1891
H 1.9963 -2.1804 -1.6921
H 0.4073 -1.5534 -4.3171
H -0.3527 -1.7794 -2.6761
H 0.3443 -3.7804 -2.7591
C -2.3677 2.9146 -3.0751
C -1.9327 1.5176 -2.5841
O -1.1837 0.8896 -3.6701
H -2.9117 2.8326 -4.0341
H -1.5227 3.6106 -3.1621
H -3.0847 3.2026 -2.3271
H -2.8417 0.8726 -2.4591
H -1.3097 1.5756 -1.7001
H -0.3137 1.2156 -3.6141
C 4.4953 -0.7154 -0.0021
C 4.8573 -0.2864 -1.3991
O 5.3673 -1.2854 -2.2471
H 5.3123 -1.1894 0.4819
H 3.6943 -1.4614 -0.0761
H 4.1733 0.1036 0.6279
H 5.6903 0.4236 -1.3251
H 4.0003 0.2326 -1.7941
H 5.5043 -0.9284 -3.1051
C -4.0647 2.4716 0.4129
C -4.4357 0.9776 0.4519
O -3.4347 0.2886 1.1429
H -4.7427 2.9476 -0.2801
H -3.0757 2.5306 -0.0471
H -4.0337 3.0316 1.3409
H -4.4147 0.5846 -0.5371
H -5.4287 0.8156 0.8869
H -3.1467 0.8086 1.8739
C -1.1677 -1.4994 3.7539
O -2.2997 -1.6114 4.5429
N -0.3017 -2.4474 3.4949
N -0.8647 -0.3354 3.3229
H -0.5477 -3.3794 3.9109
H 0.4593 -2.4354 2.8049
H -1.6507 0.2906 3.4559
H -0.3077 -0.2384 2.5209
C -1.1137 -4.4844 -0.1221
O -0.1827 -4.1724 -1.0831
N -1.2167 -3.9214 1.0419
N -1.9447 -5.4494 -0.3001
H -0.4347 -3.2754 1.3119
H -2.0737 -3.9914 1.6949
H -1.9137 -6.0124 -1.1751
H -2.6747 -5.6144 0.3989
C -4.6107 -2.8764 -0.4651
O -5.7627 -2.1954 -0.8151
N -3.6767 -2.3754 0.2829
N -4.3627 -4.0724 -0.8931
H -3.7397 -1.3874 0.4559
H -2.6897 -2.7904 0.3399
H -5.0237 -4.4994 -1.5481
H -3.4837 -4.5244 -0.8031
C 2.5933 -2.6294 2.2769
O 1.4713 -2.9674 1.5129
H 2.5153 -3.2304 3.1929
H 2.4743 -1.7354 2.8019
H 3.5903 -2.7934 1.8729
H 1.7183 -3.8074 1.0169
C 0.0273 4.0716 -0.4981
O 0.6173 3.9666 0.7569
H 0.3023 4.9846 -0.9371
H -1.0297 4.0156 -0.4721
H 0.3743 3.4026 -1.2491
H 0.4323 4.7966 1.2529
C 3.4563 1.1496 3.5739
O 3.1553 1.6896 4.8429
H 4.4093 1.5446 3.2229
H 2.6313 1.4086 2.9249
H 3.5413 0.0506 3.6329
H 2.2033 1.5506 4.9529
C -1.5097 2.5436 2.8669
O -2.5417 1.8296 3.5189
H -1.5587 3.5326 3.2079
H -1.6977 2.4756 1.8049
H -0.5277 2.2246 3.1219
H -3.2087 2.3866 3.9889
C 3.6313 2.7996 -0.4391
O 2.7263 2.4396 0.5519
H 4.2423 3.6446 0.0299
H 3.1683 3.1306 -1.3691
H 4.3043 1.9656 -0.6041
H 2.0313 3.1236 0.5619
C 1.2983 3.0206 -3.9641
O 1.3443 1.8706 -3.1741
H 1.5443 3.8436 -3.4061
H 0.2853 3.1456 -4.3691
H 1.9833 2.8936 -4.8121
H 2.2463 1.5416 -3.3611

Forces on atoms 1 to 6 (eV/Å):
0.98 -0.72 -1.21
-0.29 0.63 -0.66
1.30 -1.36 2.34
-1.23 -0.44 1.05
0.35 0.53 0.41
-0.46 0.54 0.07

Properties
M   602.76 u
Electronic energy   -58373.591 eV
Gap between HOMO and LUMO   8.60 eV
Energy relative to the best compared isomer or geometry (same formula, charge and spin)   31.3 kcal per mole
HOMO energy   -8.69 eV

Results of the Löwdin charge analysis, in e, for atoms 1 through 4:
1. C -0.06
2. C -0.32
3. O -0.10
4. H 0.03

Density functional theory data (wB97M-V/def2-TZVPD) for a structure of composition C19H67AlBr2N30O19P.

Geometry (Å):
N 8.3360 -4.9420 2.7891
C 7.8594 -4.8869 1.3676
C 7.8720 -6.2945 0.6194
O 9.2251 -6.6077 0.1134
C 6.9357 -6.1500 -0.6884
Al 4.9392 -6.5645 -0.2936
C 4.7013 -7.3483 1.5782
C 3.4192 -6.8731 2.3750
O 2.8297 -5.7939 2.2747
Br 2.6738 -8.1416 3.7602
O 4.3686 -7.6974 -1.6965
N 4.7331 -8.9739 -1.4997
O 5.9139 -9.1300 -1.7225
P 3.8189 -4.5145 -0.6277
O 5.0441 -3.2926 -0.5878
Br 2.9689 -4.5635 -2.7572
H 7.8190 -5.6717 3.3033
H 8.0924 -4.0185 3.1928
H 6.7709 -4.5171 1.3748
H 8.4576 -4.1512 0.7286
H 7.5877 -7.1791 1.2838
H 9.0986 -7.4853 -0.3129
H 7.3216 -6.7843 -1.5511
H 7.0392 -5.0537 -1.0208
H 5.6147 -7.1373 2.2435
H 4.6569 -8.4952 1.4706
H 4.7333 -2.5304 -0.0207
C 3.8650 -1.2397 2.7611
O 3.8311 -1.6646 1.6184
N 3.2793 -1.8915 3.7989
N 4.4867 -0.0821 3.1005
H 3.2993 -1.5530 4.7435
H 2.8051 -2.7571 3.5937
H 4.9348 0.4363 2.3634
H 4.5167 0.2722 4.0386
C 3.4565 -8.0016 -5.6997
O 3.1853 -7.7119 -6.8620
N 3.1832 -9.2163 -5.1632
N 4.0515 -7.1378 -4.8465
H 3.4017 -9.4596 -4.2142
H 2.7388 -9.8978 -5.7572
H 4.2751 -6.2216 -5.1955
H 4.2749 -7.3695 -3.8929
C -0.8413 -0.5786 4.8601
O -0.6269 0.0519 5.8909
N -2.0681 -1.0512 4.5323
N 0.1270 -0.8596 3.9559
H -2.2520 -1.5675 3.6916
H -2.8221 -0.8675 5.1726
H 1.0572 -0.5286 4.1537
H -0.0419 -1.3755 3.1107
C 0.9796 1.6032 0.0430
O 1.8662 1.8795 -0.7514
N 1.1744 0.7894 1.1118
N -0.2854 2.0844 -0.0678
H 0.4502 0.5602 1.7665
H 2.0962 0.4046 1.2403
H -0.4834 2.6927 -0.8428
H -1.0181 1.8619 0.5806
C -2.8227 4.7288 0.4856
O -3.0809 3.5354 0.3628
N -3.0242 5.4052 1.6435
N -2.3158 5.4789 -0.5167
H -2.8162 6.3805 1.7527
H -3.4020 4.8899 2.4220
H -2.1484 5.0238 -1.3973
H -2.1051 6.4560 -0.4213
C -1.1957 -0.7002 10.0520
O -1.8859 -1.3510 10.8226
N -0.3562 0.2850 10.4691
N -1.2007 -0.8973 8.7108
H 0.2132 0.8235 9.8432
H -0.3154 0.4711 11.4563
H -1.8056 -1.6154 8.3514
H -0.6363 -0.3653 8.0716
C -6.2150 2.3395 1.6221
O -5.9994 2.9740 2.6477
N -7.4466 1.8558 1.3025
N -5.2516 2.0613 0.7136
H -7.6325 1.3357 0.4655
H -8.1969 2.0368 1.9469
H -4.3130 2.4020 0.9066
H -5.4229 1.5426 -0.1277
C 2.9406 -8.4700 -10.5663
O 4.1413 -8.6946 -10.5462
N 2.1638 -8.7221 -11.6580
N 2.2682 -7.9512 -9.5109
H 1.1779 -8.5412 -11.6846
H 2.6161 -9.1081 -12.4687
H 2.7974 -7.7440 -8.6702
H 1.2827 -7.7664 -9.5265
C 1.8346 3.1719 5.1892
O 1.8056 2.7425 4.0468
N 1.2388 2.5348 6.2287
N 2.4668 4.3278 5.5259
H 1.2585 2.8802 7.1701
H 0.7562 1.6719 6.0274
H 2.9241 4.8369 4.7885
H 2.4952 4.6871 6.4618
C -3.0450 9.1061 -2.1901
O -3.2380 7.9146 -1.9782
N -2.0248 9.5596 -2.9619
N -3.8347 10.0802 -1.6716
H -1.8608 10.5325 -3.1403
H -1.4108 8.8759 -3.3695
H -4.6110 9.7911 -1.0889
H -3.6830 11.0570 -1.8398
C -0.0442 -11.5288 -5.4360
O 1.1550 -11.7530 -5.4080
N -0.8144 -11.7777 -6.5273
N -0.7202 -11.0093 -4.3798
H -1.8002 -11.5957 -6.5580
H -0.3588 -12.1631 -7.3370
H -0.1930 -10.8068 -3.5470
H -1.7054 -10.8219 -4.3952
C -6.2472 8.8567 1.3608
O -5.3476 9.1398 0.5794
N -6.0638 8.0330 2.4235
N -7.5080 9.3379 1.2374
H -6.7948 7.7952 3.0676
H -5.1447 7.6483 2.5581
H -7.6967 9.9531 0.4648
H -8.2490 9.1096 1.8732
C -0.7301 8.7812 -6.2250
O -0.5239 9.4089 -5.1964
N -1.9555 8.3055 -6.5611
N 0.2464 8.5017 -7.1250
H -2.1334 7.7892 -7.4026
H -2.7137 8.4868 -5.9241
H 1.1736 8.8334 -6.9200
H 0.0845 7.9870 -7.9707
C -10.6037 11.4326 1.1245
O -10.0524 10.4562 0.6386
N -11.6435 11.3344 1.9919
N -10.2283 12.7061 0.8423
H -12.1011 12.1311 2.3946
H -11.9597 10.4105 2.2329
H -9.4614 12.8320 0.2037
H -10.6761 13.5122 1.2372

Forces on atoms 1 to 6 (eV/Å):
-0.21 0.58 -0.53
-0.90 -0.74 -0.34
0.00 0.49 -1.73
-0.72 -0.54 0.65
0.20 0.34 0.94
1.76 0.51 -1.29

Properties
Net charge   -1
M   1237.70 u
Electronic energy   -260382.986 eV
Gap between HOMO and LUMO   5.28 eV
HOMO energy   -4.30 eV

Results of the Löwdin charge analysis, in e, for atoms 1 through 4:
1. N -0.04
2. C -0.24
3. C -0.41
4. O -0.11

Density functional theory data (wB97M-V/def2-TZVPD) for a cluster of 2 separate species, C2 in total.

Geometry (Å):
C 0.0000 0.0000 1.1331
C 0.0000 0.0000 -1.1331

Cartesian forces, eV/Å:
0.00 0.00 -5.71
0.00 0.00 5.71

Properties
M   24.02 u
Electronic energy   -2059.341 eV
Gap between HOMO and LUMO   6.21 eV
Energy relative to the best compared isomer or geometry (same formula, charge and spin)   124.3 kcal per mole
HOMO energy   -8.63 eV

Löwdin analysis output, partial charges in e:
1. C 0.00
2. C 0.00

Density functional theory data (wB97M-V/def2-TZVPD) for a structure of composition C20H10BrF9HfN2O2.

Geometry (Å):
Hf -0.2749 -0.0860 -0.7303
Br -6.1773 -2.3925 2.7819
C -4.7382 -2.0798 1.6020
C -4.9607 -2.0690 0.2180
C -3.9222 -1.8135 -0.6482
C -2.6343 -1.5071 -0.1835
O -1.6700 -1.2403 -1.0570
C -2.3910 -1.5650 1.2351
C -1.0924 -1.4149 1.7939
N -0.0903 -0.9004 1.1295
C 1.2540 -0.8973 1.5531
C 1.7329 -0.9848 2.8467
C 3.1116 -0.9378 3.0964
C 4.0171 -0.7791 2.0790
C 3.5763 -0.7118 0.7393
C 4.4386 -0.5645 -0.3660
C 3.9193 -0.5677 -1.6414
C 2.5382 -0.6646 -1.8280
N 1.6950 -0.7520 -0.8037
C 2.1851 -0.7884 0.4748
C -3.4673 -1.8733 2.0955
H -5.9513 -2.2742 -0.1588
H -4.0852 -1.8306 -1.7138
H -0.9302 -1.8064 2.7981
H 1.0533 -1.0577 3.6808
H 3.4593 -1.0226 4.1140
H 5.0739 -0.7087 2.2773
H 5.4974 -0.4435 -0.1945
H 4.5596 -0.4773 -2.5040
H 2.0939 -0.6490 -2.8238
H -3.3050 -1.9207 3.1609
F -0.5354 3.1815 -3.9794
C 0.1855 3.3779 -2.8945
F 1.4637 3.1747 -3.1752
F 0.0241 4.6256 -2.4807
C -0.2335 2.3381 -1.7759
O 0.1190 1.0886 -2.1639
C -1.7813 2.2871 -1.6038
F -2.4232 3.3948 -1.4017
F -2.0453 1.4361 -0.4865
F -2.2893 1.5939 -2.6015
C 0.5588 2.6111 -0.4557
F -0.0425 1.8920 0.5982
F 0.7535 3.8220 -0.0548
F 1.7308 1.9575 -0.5475

Forces on atoms 1 to 6 (eV/Å):
-0.53 0.09 0.56
0.25 0.02 -0.20
0.02 -0.01 0.16
0.13 -0.01 0.48
0.75 0.32 -0.12
-1.92 -0.92 1.30

Properties
Net charge   +2
M   739.69 u
Electronic energy   -123771.709 eV
Gap between HOMO and LUMO   6.72 eV
HOMO energy   -14.56 eV

Results of the Löwdin charge analysis, in e, for atoms 1 through 4:
1. Hf 1.78
2. Br 0.84
3. C -0.65
4. C -0.05

Density functional theory data (wB97M-V/def2-TZVPD) for a structure of composition C20H10BrF9PReSbSe4.

Geometry (Å):
Re 0.1134 -1.1520 -0.1776
F 5.8998 -0.0021 3.8112
C 4.6489 0.0147 3.4558
C 3.6644 0.3776 4.3694
F 3.9856 0.7093 5.5937
C 2.3284 0.3571 3.9892
F 1.4061 0.6861 4.8902
C 1.9274 -0.0191 2.7095
P 0.1680 -0.2333 2.2544
C -0.4760 -1.5826 3.2566
C 0.3436 -2.5699 3.7985
C -0.2383 -3.6504 4.4451
C -1.6184 -3.7477 4.5472
C -2.4375 -2.7768 3.9758
C -1.8724 -1.7093 3.3043
C -0.5752 1.3160 3.0213
C -0.6132 2.7138 2.4063
C -1.3907 3.7363 3.1582
C -1.9335 3.4837 4.3726
C -1.8021 2.2079 4.9258
C -1.1741 1.1508 4.2350
C 2.9380 -0.3799 1.8208
Br 2.5065 -1.0443 0.1018
C 4.2737 -0.3692 2.1697
F 5.1778 -0.7619 1.2951
H 1.4233 -2.5057 3.7344
H 0.3893 -4.4217 4.8704
H -2.0648 -4.5876 5.0622
H -3.5140 -2.8575 4.0456
H -2.5047 -0.9732 2.8178
H 0.4214 3.1123 2.4216
H -1.4468 4.7311 2.7305
H -2.4556 4.2601 4.9166
H -2.2065 2.0160 5.9141
H -1.1568 0.1792 4.7104
Se -0.0620 -3.7402 -4.1525
Sb -1.9152 -2.8563 -2.9571
Se -0.7553 -0.3250 -2.0544
Se -1.0264 -3.0499 -0.0059
Se -4.1903 -2.4227 -2.4327
F 0.0943 2.2594 0.2228
C -1.0009 2.6977 0.9307
F -1.9833 1.7927 0.7107
C -1.4664 4.0308 0.2753
F -0.5050 4.9335 0.3817
F -1.7163 3.7896 -1.0039
F -2.5712 4.4577 0.8669

Forces on atoms 1 to 6 (eV/Å):
-2.23 -0.32 0.94
0.11 0.04 -0.01
-0.18 -0.04 0.06
-0.07 -0.01 -0.03
0.06 0.06 0.05
-0.02 -0.06 -0.31

Properties
Net charge   +3
M   1155.97 u
Electronic energy   -394712.602 eV
Gap between HOMO and LUMO   5.56 eV
Energy relative to the best compared isomer or geometry (same formula, charge and spin)   0.0 kcal per mole
HOMO energy   -17.10 eV

Results of the Löwdin charge analysis, in e, for atoms 1 through 4:
1. Re 0.05
2. F 0.22
3. C -0.10
4. C -0.11